C22H26N2O6S in the gas phase in a non-equilibrium geometry. Source: the OMol25 dataset; level of theory: ωB97M-V/def2-TZVPD.

Element x y z (Å)
C1 -0.9701 -1.1905 -4.2605
O1 0.0654 -0.2559 -4.1012
C2 -0.2214 1.0706 -4.2043
C3 -1.4970 1.5907 -4.3837
C4 -1.6837 2.9601 -4.4809
C5 -0.6075 3.8216 -4.3989
C6 0.6651 3.3053 -4.2145
C7 0.8775 1.9418 -4.1206
C8 2.2552 1.3764 -3.9145
N1 2.3363 0.6262 -2.6794
C9 2.7488 -0.6553 -2.6402
O2 3.2259 -1.2346 -3.5940
C10 2.5965 -1.3212 -1.2711
C11 1.1119 -1.4290 -0.9018
C12 0.9427 -1.9620 0.5218
N2 1.7204 -1.2195 1.4916
S1 1.0763 0.2859 1.8768
O3 2.0290 0.9439 2.7199
O4 0.6068 1.0085 0.7212
C13 -0.3290 -0.2241 2.8551
C14 -0.0903 -0.8410 4.0699
C15 -1.1596 -1.2692 4.8306
C16 -2.4635 -1.0737 4.3825
C17 -2.6940 -0.4108 3.1683
C18 -1.6108 0.0007 2.4006
O5 -3.9565 -0.1495 2.7143
C19 -4.9480 -0.2812 3.7115
C20 -4.7342 -1.5752 4.4939
O6 -3.4862 -1.5444 5.1545
C21 3.1358 -1.1906 1.1763
C22 3.3799 -0.5620 -0.1939
H1 -0.4907 -2.1670 -4.2093
H2 -1.7153 -1.1083 -3.4614
H3 -1.4648 -1.0841 -5.2315
H4 -2.3533 0.9380 -4.4494
H5 -2.6817 3.3482 -4.6207
H6 -0.7544 4.8879 -4.4747
H7 1.5117 3.9732 -4.1489
H8 2.5082 0.6699 -4.7118
H9 2.9928 2.1870 -3.9069
H10 1.8864 1.0326 -1.8731
H11 3.0146 -2.3303 -1.3620
H12 0.6408 -0.4478 -0.9546
H13 0.6065 -2.0929 -1.6050
H14 1.2627 -3.0078 0.5808
H15 -0.1033 -1.8999 0.8317
H16 0.9268 -0.9745 4.3970
H17 -1.0177 -1.7642 5.7776
H18 -1.7737 0.5073 1.4635
H19 -5.9082 -0.2822 3.1945
H20 -4.8995 0.5719 4.4013
H21 -5.4906 -1.7029 5.2692
H22 -4.7672 -2.4268 3.8013
H23 3.5072 -2.2194 1.2094
H24 3.6187 -0.6067 1.9605
H25 3.0531 0.4780 -0.1426
H26 4.4451 -0.5790 -0.4300

Computed properties:
- energy relative to the best compared isomer or geometry (same formula, charge and spin) (kJ/mol) = 166.04
- E_HOMO (eV) = -8.46
- SMILES = COc1ccccc1CNC(=O)C1CCN(S(=O)(=O)c2ccc3c(c2)OCCO3)CC1
- F_max (Eh/bohr) = 0.0199
- frontier orbital gap (eV) = 9.0
- molar mass (g mol⁻¹) = 446.53

A 5-piece molecular cluster, C24H44ClN2O6 overall in a non-equilibrium geometry. Source: the OMol25 dataset; level of theory: ωB97M-V/def2-TZVPD.

Element x y z (Å)
C1 -4.2212 6.8950 4.0121
N1 -3.8862 5.3970 4.1621
C2 -2.8322 5.2380 5.0361
C3 -1.8742 4.2100 4.7661
C4 -2.1632 3.1420 3.7351
C5 -3.2262 3.5330 2.8151
C6 -4.0292 4.6760 2.9921
C7 -1.3782 1.9100 3.5561
C8 -0.4692 1.4940 4.6821
C9 0.2438 0.3560 4.4971
N2 0.0628 -0.2760 3.2721
C10 -0.7412 0.0600 2.2001
C11 -1.4332 1.1820 2.3001
C12 0.6438 -1.7320 3.1621
H1 -5.3052 6.8950 3.7181
H2 -3.3972 7.1760 3.1881
H3 -4.0702 7.4170 4.9831
H4 -2.4322 5.8130 5.8051
H5 -0.9422 4.2380 5.4071
H6 -3.6942 2.9940 1.8351
H7 -4.7522 4.8580 2.1501
H8 -0.5192 2.1170 5.5711
H9 0.9408 0.1360 5.2731
H10 -0.4352 -0.5720 1.2321
H11 -2.0962 1.7390 1.4181
H12 1.3378 -2.0680 2.2991
H13 -0.2862 -2.0900 3.3501
H14 1.0228 -1.8450 3.9681
Cl1 1.2628 -1.3490 -0.5809
C13 1.0108 -0.5980 -6.5189
O1 0.4288 -1.5470 -5.6569
C14 0.8728 -1.6160 -4.4249
C15 2.0568 -2.0840 -4.2129
O2 2.1228 -3.3310 -4.9569
C16 3.4298 -3.7380 -5.1649
H15 1.0648 0.1610 -6.0549
H16 0.3278 -0.6820 -7.2309
H17 2.1078 -0.8320 -6.6309
H18 0.0868 -2.2940 -3.8019
H19 0.5338 -0.6260 -3.8159
H20 2.2448 -2.1180 -3.1469
H21 2.7728 -1.4250 -4.1579
H22 3.7238 -4.1980 -4.2249
H23 4.3148 -3.0130 -5.4909
H24 3.6268 -4.7550 -5.6709
C17 1.4338 6.3700 3.5911
O3 1.6928 5.4080 2.5121
C18 1.6938 4.0750 3.0171
C19 2.0168 3.2540 2.0711
O4 2.0678 1.9290 2.5361
C20 2.5858 1.1770 1.4721
H25 2.2678 6.4610 4.2101
H26 0.5678 6.3190 4.1651
H27 1.5438 7.4460 3.2731
H28 0.6978 3.6800 3.2931
H29 2.3058 4.0670 3.9381
H30 3.0368 3.5020 1.6331
H31 1.4558 3.1510 1.2251
H32 2.9828 0.2410 1.9521
H33 3.4548 1.5670 1.0111
H34 1.7988 0.7510 0.8351
C21 0.0138 -4.3070 -1.8189
O5 -0.6842 -5.3020 -2.5809
C22 -0.3052 -5.4400 -3.9049
C23 -1.0842 -6.2960 -4.6049
O6 -1.0482 -7.6410 -4.0219
C24 -1.8282 -8.4850 -4.8289
H35 -0.2782 -4.5400 -0.7179
H36 -0.3342 -3.3790 -2.0569
H37 1.0988 -4.0110 -1.9239
H38 0.6038 -5.7990 -4.0199
H39 -0.5072 -4.3530 -4.2929
H40 -0.9172 -6.5280 -5.6949
H41 -2.1872 -5.9410 -4.7169
H42 -1.7672 -8.3960 -5.9339
H43 -2.8232 -8.2700 -4.7889
H44 -1.6132 -9.5600 -4.4769

Computed properties:
- energy relative to the best compared isomer or geometry (same formula, charge and spin) (kJ/mol) = 370.04
- E_HOMO (eV) = -9.51
- F_max (Eh/bohr) = 0.2682
- total charge = +1
- frontier orbital gap (eV) = 3.1
- molar mass (g mol⁻¹) = 492.08

C27H24MnN4O9P as an isolated structure in a non-equilibrium geometry. Source: the OMol25 dataset; level of theory: ωB97M-V/def2-TZVPD.

Element x y z (Å)
Mn1 -0.7813 0.9452 -0.4766
C1 -1.2605 3.5721 -2.7729
O1 -0.4221 2.7052 -2.0421
C2 0.9149 2.6539 -2.4130
C3 1.4592 3.2876 -3.5105
C4 2.8058 3.1066 -3.8157
C5 3.5943 2.2896 -3.0228
C6 3.0693 1.6828 -1.9030
C7 1.7195 1.8595 -1.5632
N1 1.1313 1.2859 -0.4663
N2 1.9131 0.5056 0.2341
C8 1.5291 -0.2239 1.2707
C9 0.2470 -0.0903 1.9251
O2 -0.6123 0.7966 1.5147
C10 -0.0393 -0.9207 3.0255
C11 0.8297 -1.8960 3.4355
C12 2.0823 -2.0771 2.8057
C13 2.9792 -3.0871 3.1983
C14 4.1808 -3.2529 2.5610
C15 4.5511 -2.3925 1.5243
C16 3.7061 -1.3827 1.1347
C17 2.4542 -1.2166 1.7438
H1 -0.8817 4.6006 -2.7280
H2 -2.2379 3.5227 -2.2944
H3 -1.3453 3.2575 -3.8187
H4 0.8573 3.9103 -4.1547
H5 3.2231 3.5977 -4.6806
H6 4.6275 2.1179 -3.2873
H7 3.6605 1.0330 -1.2806
H8 -0.9970 -0.7879 3.5077
H9 0.5678 -2.5342 4.2664
H10 2.6891 -3.7501 4.0006
H11 4.8471 -4.0523 2.8553
H12 5.4943 -2.5351 1.0185
H13 3.9706 -0.7107 0.3348
O3 -4.0936 -1.3831 -0.9339
C18 -2.9242 -1.0678 -0.7748
O4 -2.5196 0.1424 -0.6434
C19 -1.8549 -2.1436 -0.7043
C20 -2.1890 -3.4034 -0.2933
C21 -1.2127 -4.4116 -0.2035
C22 0.1084 -4.1252 -0.5171
C23 0.4664 -2.8668 -0.9669
C24 -0.5070 -1.8110 -1.0934
O5 -0.2029 -0.6627 -1.5382
N3 1.8289 -2.6420 -1.2913
O6 2.1682 -1.5739 -1.7702
O7 2.6201 -3.5581 -1.0865
N4 -1.5801 -5.7077 0.2105
O8 -2.7423 -5.9004 0.5605
O9 -0.7272 -6.5922 0.2021
H14 -3.2157 -3.6275 -0.0378
H15 0.8687 -4.8861 -0.4146
C25 -3.6580 4.2791 0.0803
P1 -2.7409 2.7486 0.6195
C26 -4.2215 1.7211 0.9880
C27 -2.3500 3.2761 2.3493
H16 -4.3724 4.5904 0.8416
H17 -4.1988 4.0608 -0.8391
H18 -2.9615 5.0933 -0.1086
H19 -4.9548 2.2964 1.5520
H20 -3.9140 0.8523 1.5620
H21 -4.6593 1.3671 0.0575
H22 -3.2627 3.5327 2.8906
H23 -1.6795 4.1343 2.3335
H24 -1.8443 2.4483 2.8418

Computed properties:
- energy relative to the best compared isomer or geometry (same formula, charge and spin) (kJ/mol) = 122.70
- E_HOMO (spin up / spin down) (eV) = -4.23 / -5.11
- 2S+1 = 6
- F_max (Eh/bohr) = 0.0648
- <S²> = 8.7792
- total charge = -1
- frontier orbital gap (spin up / spin down) (eV) = 5.8 / 6.6
- molar mass (g mol⁻¹) = 634.42

C10H11Cl2NO2 in the gas phase. Source: the OMol25 dataset; level of theory: ωB97M-V/def2-TZVPD.

Element x y z (Å)
C1 -0.1905 -3.4022 4.9259
C2 -0.3087 -2.6342 3.6469
C3 -0.9744 -1.4152 3.6002
C4 -1.0883 -0.7095 2.4168
C5 -0.5389 -1.2194 1.2443
C6 -0.6342 -0.5315 -0.0681
O1 -0.6616 -1.1414 -1.1226
N1 -0.6898 0.8295 -0.0023
C7 -0.7084 1.6957 -1.1706
O2 -1.3844 1.1484 -2.2247
C8 0.7563 2.0944 -1.5196
Cl1 1.7047 0.6775 -2.0141
Cl2 0.7384 3.3003 -2.8158
C9 0.1085 -2.4526 1.2814
C10 0.2288 -3.1441 2.4688
H1 -0.8515 -4.2685 4.9013
H2 0.8263 -3.7654 5.0620
H3 -0.4636 -2.7872 5.7795
H4 -1.4132 -1.0135 4.5023
H5 -1.6394 0.2205 2.4089
H6 -0.5810 1.2722 0.8947
H7 -1.2277 2.6286 -0.9000
H8 -1.1124 0.2071 -2.2953
H9 1.2554 2.5410 -0.6567
H10 0.5155 -2.8490 0.3637
H11 0.7410 -4.0950 2.4869

Computed properties:
- energy relative to the best compared isomer or geometry (same formula, charge and spin) (kJ/mol) = 0.00
- E_HOMO (eV) = -9.53
- SMILES = Cc1ccc(C(=O)N[C@H](O)C(Cl)Cl)cc1
- F_max (Eh/bohr) = 0.0106
- frontier orbital gap (eV) = 10.0
- molar mass (g mol⁻¹) = 248.11

C12H32F2O4Zn as an isolated structure in a non-equilibrium geometry. Source: the OMol25 dataset; level of theory: ωB97M-V/def2-TZVPD.

Element x y z (Å)
Zn1 22.8925 3.6040 -14.7583
F1 22.9320 2.7286 -17.7176
F2 22.6804 3.8078 -11.8523
C1 24.1666 8.7652 -16.7306
C2 25.1357 7.7563 -16.3088
C3 26.5713 8.1925 -15.8581
O1 24.5495 6.9607 -15.2301
H1 23.2570 8.3663 -17.1797
H2 24.6352 9.5053 -17.3792
H3 23.9388 9.3922 -15.8686
H4 25.2855 7.0583 -17.1325
H5 26.4249 9.1700 -15.3984
H6 27.3329 8.4863 -16.5804
H7 27.0984 7.4656 -15.2401
H8 24.5952 7.5085 -14.4430
C4 17.4368 5.4209 -14.9559
C5 18.7383 6.1559 -14.6770
C6 18.8606 6.5023 -13.2449
O2 19.7992 5.3504 -15.1466
H9 17.3340 5.3101 -16.0353
H10 16.5798 6.0428 -14.6971
H11 17.4832 4.4534 -14.4560
H12 18.7719 7.1327 -15.1597
H13 19.6720 7.2188 -13.1168
H14 19.0037 5.6104 -12.6349
H15 17.9947 6.9586 -12.7653
H16 19.6880 5.3829 -16.0996
C7 28.6073 1.8178 -14.0022
C8 27.4796 1.4295 -14.9199
C9 27.3803 0.0039 -15.2880
O3 26.2940 1.7486 -14.2107
H17 29.4507 2.1452 -14.6100
H18 28.8820 0.9688 -13.3762
H19 28.3452 2.6436 -13.3408
H20 27.6259 1.9975 -15.8386
H21 27.4057 -0.5501 -14.3496
H22 28.1473 -0.2220 -16.0288
H23 26.4262 -0.3075 -15.7132
H24 26.3318 1.4174 -13.3104
C10 20.3177 -2.0836 -14.5278
C11 20.1364 -0.7560 -15.3416
C12 18.7153 -0.4914 -16.0056
O4 20.5477 0.3872 -14.5881
H25 21.3287 -2.0701 -14.1205
H26 20.0060 -2.9311 -15.1384
H27 19.6059 -2.1041 -13.7026
H28 20.8646 -0.5847 -16.1344
H29 17.9218 -0.5007 -15.2583
H30 18.3267 -1.1637 -16.7705
H31 18.6342 0.5315 -16.3734
H32 19.9610 0.3698 -13.8285

Computed properties:
- energy relative to the best compared isomer or geometry (same formula, charge and spin) (kJ/mol) = 1071.71
- E_HOMO (eV) = -10.17
- F_max (Eh/bohr) = 0.0624
- frontier orbital gap (eV) = 5.8
- molar mass (g mol⁻¹) = 343.77

C4H12N2O as an isolated structure in a non-equilibrium geometry. Source: the OMol25 dataset; level of theory: ωB97M-V/def2-TZVPD.

Element x y z (Å)
C1 -1.0544 0.5444 0.1775
C2 0.2360 -0.8624 0.3605
C3 -0.7338 1.1303 -1.1764
C4 -2.3893 -0.1441 0.3084
N1 0.8367 -0.1935 1.3651
N2 3.0632 -0.4044 -0.0756
O1 2.3856 -1.0974 0.9653
H1 1.2203 0.7169 1.1059
H2 -0.9356 1.2923 0.9605
H3 3.9498 -0.0852 0.3117
H4 3.2809 -1.0758 -0.8113
H5 0.6678 -0.9939 -0.6300
H6 -0.3425 -1.7232 0.6918
H7 -0.9139 0.4053 -1.9713
H8 -2.4929 -0.5986 1.2939
H9 -3.2000 0.5823 0.1918
H10 0.3160 1.4228 -1.2413
H11 -1.3738 1.9963 -1.3721
H12 -2.5199 -0.9123 -0.4545

Computed properties:
- energy relative to the best compared isomer or geometry (same formula, charge and spin) (kJ/mol) = 626.76
- E_HOMO (spin up / spin down) (eV) = -8.28 / -8.28
- F_max (Eh/bohr) = 0.1081
- frontier orbital gap (spin up / spin down) (eV) = 9.1 / 9.1
- molar mass (g mol⁻¹) = 104.15